No. 1
{
  "formula": "C32H18BrF3MoN7O9S3Se",
  "method": "the ωB97M-V functional and the def2-TZVPD basis",
  "charge": -1,
  "lumo_energy_ev": [0.34, 0.33],
  "homo_energy_ev": [-4.47, -4.55],
  "species": ["Mo", "O", "C", "C", "O", "C", "C", "O", "C", "O", "O", "F", "C", "F", "F", "C", "C", "C", "C", "N", "C", "S", "H", "H", "H", "Se", "N", "C", "C", "C", "C", "N", "C", "N", "H", "H", "H", "N", "C", "C", "C", "C", "C", "C", "S", "O", "O", "N", "C", "S", "C", "C", "N", "H", "H", "H", "H", "H", "H", "H", "H", "Br", "C", "C", "C", "C", "C", "C", "C", "O", "O", "H", "H", "H", "H"],
  "positions_angstrom": [[-0.0662, 0.7209, -0.0310], [-1.2758, -2.6015, -5.1867], [-1.0076, -1.7798, -4.3449], [-1.9837, -1.1720, -3.3431], [-3.1957, -1.2227, -3.4070], [-1.1157, -0.5198, -2.3789], [0.2352, -0.5576, -2.7593], [1.0981, -0.0865, -1.9603], [0.3806, -1.2434, -4.0474], [1.3697, -1.3873, -4.7335], [-1.3400, 0.0410, -1.2341], [1.0478, 5.6448, -2.0590], [2.0465, 4.9022, -2.5813], [3.1028, 5.7452, -2.7333], [1.6765, 4.5361, -3.8172], [2.4144, 3.7500, -1.6935], [3.6774, 3.6706, -1.1510], [3.9778, 2.6151, -0.2916], [2.9781, 1.7328, 0.0466], [1.7294, 1.8277, -0.4209], [1.4496, 2.7682, -1.3613], [-0.1103, 2.6393, -2.0145], [4.4205, 4.4192, -1.3887], [4.9672, 2.4995, 0.1254], [3.1711, 0.9120, 0.7220], [-4.5884, 2.6859, 0.4350], [-4.0262, 4.0064, 1.4732], [-2.7120, 3.8976, 1.5328], [-1.8469, 4.7621, 2.2284], [-0.5115, 4.4837, 2.1647], [-0.0289, 3.3759, 1.4600], [-0.7810, 2.5218, 0.7897], [-2.1307, 2.7851, 0.7961], [-2.9775, 2.0416, 0.1253], [-2.2348, 5.5999, 2.7910], [0.1975, 5.1222, 2.6733], [1.0296, 3.1562, 1.4539], [3.2224, -5.0157, -4.3311], [2.5129, -4.4629, -3.2791], [1.1327, -4.6585, -3.1854], [0.4228, -4.1130, -2.1373], [1.0899, -3.3887, -1.1622], [2.4624, -3.2033, -1.2249], [3.1710, -3.7372, -2.2802], [0.2004, -2.7555, 0.2111], [-1.1926, -2.7370, -0.1222], [0.5992, -3.5177, 1.3736], [0.8013, -1.2233, 0.4281], [1.1704, -0.8597, 1.6628], [1.6371, -1.8145, 3.0324], [1.9137, -0.3370, 3.9140], [1.5998, 0.7315, 3.1637], [1.2032, 0.4455, 1.8761], [2.6746, -5.2104, -5.1528], [4.1018, -4.5725, -4.5360], [0.6142, -5.1837, -3.9772], [-0.6526, -4.2216, -2.0707], [2.9493, -2.6149, -0.4574], [4.2402, -3.5765, -2.3558], [2.2521, -0.3610, 4.9362], [1.6377, 1.7610, 3.4861], [-6.0871, -3.5952, 4.6272], [-4.7701, -2.4021, 3.9492], [-4.4200, -1.2959, 4.7065], [-3.4462, -0.4393, 4.2200], [-2.8414, -0.6911, 2.9947], [-3.2116, -1.8019, 2.2438], [-4.1834, -2.6676, 2.7242], [-1.7810, 0.2459, 2.4948], [-1.4220, 1.1980, 3.1852], [-1.3858, -0.0305, 1.2913], [-4.9041, -1.1050, 5.6543], [-3.1394, 0.4350, 4.7785], [-2.7274, -1.9845, 1.2925], [-4.4817, -3.5317, 2.1469]]
}



No. 2
{
  "formula": "C32H21BrCl2F3N3OPSSe2W",
  "method": "the ωB97M-V functional and the def2-TZVPD basis",
  "charge": 1,
  "multiplicity": 3,
  "lumo_energy_ev": [-3.05, -3.74],
  "homo_energy_ev": [-10.10, -10.46],
  "species": ["W", "Cl", "C", "C", "C", "Cl", "C", "C", "C", "C", "N", "C", "C", "O", "H", "H", "H", "H", "F", "C", "F", "F", "C", "C", "C", "C", "N", "C", "S", "H", "H", "H", "Se", "P", "Se", "C", "C", "C", "C", "C", "C", "C", "C", "C", "C", "C", "C", "H", "H", "H", "H", "H", "H", "H", "H", "H", "H", "Br", "C", "C", "C", "N", "C", "C", "H", "H", "H", "H"],
  "positions_angstrom": [[-0.8868, -0.4760, 0.4748], [-5.0536, 2.0717, 1.5979], [-3.8208, 1.5681, 2.6835], [-3.9707, 1.8041, 4.0686], [-3.0044, 1.4325, 4.9540], [-3.2122, 1.7439, 6.6463], [-1.8207, 0.7955, 4.5030], [-0.7377, 0.3965, 5.3151], [0.3591, -0.1871, 4.7443], [0.3831, -0.4076, 3.3585], [-0.6206, -0.0683, 2.5722], [-1.7071, 0.5608, 3.1258], [-2.6988, 0.9479, 2.1972], [-2.4705, 0.6948, 0.9167], [-4.8678, 2.2935, 4.4223], [-0.7800, 0.5668, 6.3828], [1.2097, -0.4882, 5.3386], [1.2364, -0.8701, 2.8801], [-4.3699, -4.0683, -1.7391], [-4.5683, -2.9288, -2.4253], [-5.0389, -3.2643, -3.6382], [-5.5261, -2.2325, -1.7947], [-3.2921, -2.1318, -2.5476], [-2.7878, -1.8048, -3.7816], [-1.6008, -1.0721, -3.8969], [-0.9672, -0.6851, -2.7480], [-1.4587, -0.9984, -1.5357], [-2.5949, -1.7053, -1.3998], [-2.9975, -1.9605, 0.2518], [-3.3170, -2.1236, -4.6695], [-1.1889, -0.8063, -4.8590], [-0.0515, -0.1112, -2.7658], [1.7549, -0.5084, 0.0311], [1.6297, 1.4999, -0.7914], [-0.4298, 2.0090, -0.3874], [2.0102, 1.4908, -2.5488], [3.0134, 0.6585, -3.0407], [3.3398, 0.6933, -4.3882], [2.6675, 1.5581, -5.2421], [1.6669, 2.3878, -4.7539], [1.3338, 2.3554, -3.4075], [2.8052, 2.6120, -0.0208], [2.6463, 3.9840, -0.2196], [3.5639, 4.8677, 0.3200], [4.6424, 4.3858, 1.0536], [4.8029, 3.0233, 1.2499], [3.8826, 2.1311, 0.7146], [3.5347, -0.0217, -2.3783], [4.1171, 0.0456, -4.7719], [2.9232, 1.5835, -6.2935], [1.1414, 3.0567, -5.4227], [0.5346, 2.9854, -3.0352], [1.8017, 4.3671, -0.7817], [3.4375, 5.9321, 0.1744], [5.3571, 5.0794, 1.4769], [5.6420, 2.6526, 1.8235], [4.0032, 1.0680, 0.8796], [0.5692, -7.1138, 1.3828], [0.2390, -5.2925, 1.1492], [0.5208, -4.6799, -0.0571], [0.2656, -3.3277, -0.1843], [-0.2495, -2.5905, 0.8074], [-0.5294, -3.2028, 1.9676], [-0.2939, -4.5426, 2.1854], [0.9316, -5.2301, -0.8909], [0.4779, -2.8140, -1.1101], [-0.9888, -2.6027, 2.7391], [-0.5413, -4.9862, 3.1388]]
}



No. 3
{
  "formula": "C32H21BrCl2F3N3OPSSe2W",
  "method": "the ωB97M-V functional and the def2-TZVPD basis",
  "charge": 1,
  "multiplicity": 3,
  "lumo_energy_ev": [-3.55, -4.36],
  "homo_energy_ev": [-10.35, -10.80],
  "species": ["W", "Cl", "C", "C", "C", "Cl", "C", "C", "C", "C", "N", "C", "C", "O", "H", "H", "H", "H", "F", "C", "F", "F", "C", "C", "C", "C", "N", "C", "S", "H", "H", "H", "Se", "P", "Se", "C", "C", "C", "C", "C", "C", "C", "C", "C", "C", "C", "C", "H", "H", "H", "H", "H", "H", "H", "H", "H", "H", "Br", "C", "C", "C", "N", "C", "C", "H", "H", "H", "H"],
  "positions_angstrom": [[-0.0150, -0.1422, -0.4347], [0.9203, -3.8414, 2.7937], [-0.4443, -3.7295, 1.7488], [-1.3840, -4.7781, 1.7209], [-2.4511, -4.7365, 0.8718], [-3.5914, -6.0353, 0.8619], [-2.6267, -3.6430, -0.0129], [-3.6736, -3.5133, -0.9504], [-3.7138, -2.4220, -1.7731], [-2.7085, -1.4484, -1.6785], [-1.7283, -1.5298, -0.8023], [-1.6764, -2.6088, 0.0385], [-0.5809, -2.6270, 0.9365], [0.2922, -1.6259, 0.8998], [-1.2477, -5.6241, 2.3797], [-4.4297, -4.2839, -1.0131], [-4.4982, -2.3001, -2.5056], [-2.6914, -0.5968, -2.3456], [1.1368, -3.0645, -6.1458], [0.7146, -2.0980, -5.3228], [-0.6161, -1.9809, -5.4823], [1.2675, -0.9452, -5.7251], [1.0590, -2.4041, -3.8903], [1.7301, -3.5566, -3.5317], [2.0269, -3.8055, -2.1933], [1.6148, -2.8996, -1.2423], [0.9491, -1.7952, -1.5978], [0.6952, -1.5137, -2.8801], [-0.0643, 0.0377, -2.9504], [2.0295, -4.2589, -4.2977], [2.5695, -4.6905, -1.8971], [1.8122, -3.0205, -0.1858], [-1.6346, 0.5920, 1.5524], [0.4148, 1.2428, 1.6119], [2.4032, 0.5515, -0.4461], [0.5770, 3.0432, 1.5219], [-0.5227, 3.8422, 1.8258], [-0.4268, 5.2225, 1.7284], [0.7654, 5.8118, 1.3353], [1.8675, 5.0196, 1.0414], [1.7769, 3.6401, 1.1294], [1.3565, 0.5744, 2.9936], [2.6423, 1.0490, 3.2562], [3.3610, 0.5316, 4.3197], [2.8019, -0.4524, 5.1243], [1.5243, -0.9220, 4.8637], [0.7996, -0.4145, 3.7967], [-1.4540, 3.3856, 2.1337], [-1.2862, 5.8361, 1.9647], [0.8387, 6.8888, 1.2609], [2.8002, 5.4754, 0.7368], [2.6337, 3.0384, 0.8577], [3.0904, 1.8175, 2.6430], [4.3577, 0.8995, 4.5222], [3.3648, -0.8497, 5.9585], [1.0862, -1.6884, 5.4888], [-0.1950, -0.7854, 3.5893], [-2.1539, 6.1720, -2.4914], [-1.5780, 4.4668, -1.9802], [-0.2310, 4.1550, -1.9745], [0.1529, 2.8990, -1.5489], [-0.7191, 1.9734, -1.1224], [-2.0247, 2.2775, -1.1810], [-2.4987, 3.5009, -1.5997], [0.5161, 4.8698, -2.2863], [1.1943, 2.6103, -1.5426], [-2.7159, 1.5126, -0.8581], [-3.5609, 3.6948, -1.6182]]
}



It is found that the energy above the lowest of the compared OMol25 structures with the same formula, charge and spin values, taken in the order of the records, are 0.000; 0.714; 1.379 eV.